Version P
ORCA calculation (wB97M-V/def2-TZVPD) on a single C5H11NO molecule.

Last column: natural (NBO) charge in e.
Cartesian coordinates (Å):
C  1.308  1.602  -0.792  -0.723
C  0.854  0.630  0.269  0.629
O  0.780  0.951  1.470  -0.589
C  0.838  -0.859  -0.099  -0.542
C  -0.581  -1.255  0.238  0.044
C  -1.493  0.104  -0.566  -0.687
N  -0.850  -1.310  1.607  -0.850
H  0.827  2.567  -0.623  0.237
H  1.059  1.251  -1.796  0.219
H  2.393  1.711  -0.718  0.249
H  1.045  -1.006  -1.161  0.215
H  1.587  -1.388  0.501  0.223
H  -0.950  -2.127  -0.301  0.186
H  -2.495  -0.144  -0.204  0.213
H  -1.476  -0.098  -1.641  0.204
H  -1.430  1.175  -0.367  0.219
H  -1.421  -0.566  2.007  0.378
H  0.003  -1.238  2.178  0.376

Values from the calculation:
LUMO energy (hartree): 0.0329
Net charge: 0
Gap between HOMO and LUMO (eV): 9.66
Structure (SMILES): CC(=O)C[C@H](C)N



Version Q
ORCA calculation (wB97M-V/def2-TZVPD) on a single C5H11NO molecule.

Last column: natural (NBO) charge in e.
Cartesian coordinates (Å):
C  0.476  -0.010  -1.973  -0.399
C  0.747  0.111  -0.683  0.005
C  1.542  1.235  -0.105  -0.645
C  0.243  -0.935  0.294  0.199
O  0.746  -0.644  1.587  -0.736
N  -1.201  -1.014  0.247  -0.626
C  -1.884  0.225  0.574  -0.430
H  -0.099  -0.834  -2.355  0.204
H  0.815  0.721  -2.686  0.195
H  1.686  2.017  -0.849  0.211
H  1.042  1.641  0.772  0.227
H  2.516  0.872  0.224  0.226
H  0.615  -1.924  -0.027  0.168
H  0.483  -1.347  2.191  0.470
H  -1.525  -1.750  0.868  0.349
H  -1.589  0.642  1.546  0.176
H  -2.957  0.040  0.580  0.201
H  -1.655  0.953  -0.204  0.205

Values from the calculation:
LUMO energy (hartree): 0.0271
Net charge: 0
Gap between HOMO and LUMO (eV): 9.86
Structure (SMILES): C=C(C)[C@@H](O)NC



Version R
ORCA calculation (wB97M-V/def2-TZVPD) on a 2-piece molecular cluster, C5H11NO overall.

Last column: natural (NBO) charge in e.
Cartesian coordinates (Å):
C  -0.873  -0.243  0.275  -0.042
C  1.246  -0.609  -1.814  -0.654
C  1.529  1.382  -0.116  -0.655
C  -2.453  -0.719  1.956  -0.442
C  1.190  -0.159  -0.350  -0.026
N  -1.133  -0.186  1.529  0.043
O  -0.331  0.240  2.433  -0.564
H  -1.526  -0.710  -0.510  0.181
H  0.611  0.122  -2.242  0.218
H  0.932  -1.572  -1.870  0.211
H  2.327  -0.511  -2.133  0.219
H  1.019  1.598  0.775  0.251
H  2.649  1.545  -0.122  0.203
H  1.368  1.987  -0.958  0.203
H  -2.790  -0.149  2.858  0.235
H  -3.121  -0.674  1.134  0.206
H  -2.445  -1.778  2.003  0.216
H  1.567  -0.754  0.431  0.197

Values from the calculation:
LUMO energy (hartree): 0.0348
Net charge: 0
Gap between HOMO and LUMO (eV): 9.42



Version S
ORCA calculation (wB97M-V/def2-TZVPD) on a single C5H11NO molecule.

Last column: natural (NBO) charge in e.
Cartesian coordinates (Å):
C  -1.665  -1.070  1.392  -0.410
N  -0.761  -1.508  0.327  -0.645
C  0.494  -0.804  0.292  0.217
O  0.535  0.375  1.067  -0.509
C  0.629  0.502  -0.368  0.190
C  -0.560  1.027  -1.137  -0.631
C  1.965  1.082  -0.766  -0.624
H  -1.194  -1.070  2.383  0.180
H  -2.541  -1.725  1.401  0.198
H  -2.017  -0.053  1.212  0.197
H  -0.583  -2.496  0.445  0.364
H  1.369  -1.459  0.352  0.163
H  -0.470  2.101  -1.325  0.211
H  -1.502  0.831  -0.623  0.226
H  -0.594  0.507  -2.102  0.222
H  2.064  1.197  -1.850  0.212
H  2.034  2.079  -0.314  0.220
H  2.798  0.483  -0.386  0.216

Values from the calculation:
LUMO energy (hartree): 0.0363
Net charge: 0
Gap between HOMO and LUMO (eV): 9.72
Structure (SMILES): CN[C@@H]1OC1(C)C



Stability check: which of them is least stable? version R.



Version P
ORCA calculation (wB97M-V/def2-TZVPD) on a single C5H11NO molecule.

Last column: natural (NBO) charge in e.
Cartesian coordinates (Å):
C  2.290  -0.380  -1.182  -0.666
C  1.429  -0.845  -0.029  -0.209
C  1.107  0.257  0.908  -0.278
N  0.095  -0.097  -0.117  -0.427
C  -1.166  -0.760  0.223  -0.231
C  -2.292  0.252  0.363  -0.080
O  -2.084  1.151  1.431  -0.707
H  2.070  -0.936  -2.101  0.209
H  3.342  -0.568  -0.940  0.225
H  2.208  0.707  -1.421  0.147
H  -0.001  0.615  -0.845  0.386
H  1.473  1.285  0.770  0.172
H  0.792  0.047  1.932  0.201
H  -1.385  -1.498  -0.557  0.214
H  -1.003  -1.295  1.161  0.226
H  -2.429  0.787  -0.593  0.155
H  -3.229  -0.270  0.575  0.197
H  -1.284  1.659  1.246  0.464

Values from the calculation:
LUMO energy (hartree): 0.0254
Net charge: 0
Gap between HOMO and LUMO (eV): 7.94



Version Q
ORCA calculation (wB97M-V/def2-TZVPD) on a 2-piece molecular cluster, C5H11NO overall.

Last column: natural (NBO) charge in e.
Cartesian coordinates (Å):
C  2.779  0.707  -0.192  -0.407
N  2.258  -0.379  0.592  -0.548
C  1.443  -0.570  1.454  0.864
O  0.677  -0.882  2.294  -0.533
H  1.976  1.216  -0.737  0.206
H  3.496  0.313  -0.914  0.213
H  3.292  1.433  0.446  0.206
C  -1.821  -1.392  -0.126  -0.612
C  -1.127  -0.218  -0.813  -0.397
C  -1.309  1.090  -0.045  -0.612
H  -1.428  -1.534  0.887  0.215
H  -1.674  -2.326  -0.680  0.207
H  -2.901  -1.216  -0.046  0.200
H  -0.056  -0.440  -0.918  0.190
H  -1.515  -0.101  -1.834  0.195
H  -2.370  1.360  0.018  0.205
H  -0.936  0.996  0.983  0.205
H  -0.784  1.924  -0.526  0.202

Values from the calculation:
LUMO energy (hartree): 0.0289
Net charge: 0
Gap between HOMO and LUMO (eV): 11.18
Structure (SMILES): CN=C=O.CCC



Stability check: which of them is least stable? version P.



Version P
ORCA calculation (wB97M-V/def2-TZVPD) on a single C5H11NO molecule.

Last column: natural (NBO) charge in e.
Cartesian coordinates (Å):
C  -0.957  -1.086  -1.138  -0.619
C  -0.670  0.162  -0.302  -0.044
C  -1.448  0.124  1.010  -0.619
N  0.774  0.368  -0.090  -0.441
C  1.420  0.199  1.197  -0.404
C  1.517  0.741  -1.165  0.534
O  1.079  0.912  -2.293  -0.625
H  -0.604  -1.995  -0.635  0.199
H  -2.038  -1.184  -1.292  0.209
H  -0.478  -1.004  -2.117  0.240
H  -1.001  1.030  -0.885  0.214
H  -1.284  1.022  1.616  0.211
H  -2.517  0.066  0.783  0.224
H  -1.191  -0.756  1.610  0.206
H  0.828  0.647  1.997  0.205
H  1.605  -0.852  1.453  0.192
H  2.380  0.723  1.171  0.211
H  2.587  0.885  -0.921  0.107

Values from the calculation:
LUMO energy (hartree): 0.0319
Net charge: 0
Gap between HOMO and LUMO (eV): 10.14
Structure (SMILES): CC(C)N(C)C=O



Version Q
ORCA calculation (wB97M-V/def2-TZVPD) on a 2-piece molecular cluster, C5H11NO overall.

Last column: natural (NBO) charge in e.
Cartesian coordinates (Å):
C  1.973  -1.038  -1.383  -0.880
C  0.884  -0.741  1.228  -0.232
N  -0.134  -0.358  0.519  -0.239
C  -0.882  -0.514  -0.580  -0.240
C  -0.622  0.856  -0.126  -0.087
C  -1.692  1.680  0.560  -0.086
O  -2.729  0.887  1.083  -0.703
H  2.319  -1.994  -0.979  0.205
H  2.582  -0.235  -0.954  0.203
H  2.077  -1.033  -2.465  0.208
H  1.097  -1.799  1.308  0.200
H  1.545  0.003  1.652  0.197
H  0.885  -0.913  -1.223  0.223
H  -1.755  -1.107  -0.781  0.228
H  0.181  1.435  -0.604  0.183
H  -1.262  2.350  1.319  0.163
H  -2.144  2.305  -0.219  0.191
H  -2.324  0.214  1.645  0.466

Values from the calculation:
LUMO energy (hartree): 0.0296
Net charge: 0
Gap between HOMO and LUMO (eV): 8.17



Stability check: which of them is least stable? version Q.



Version P
ORCA calculation (wB97M-V/def2-TZVPD) on a single C7H12O2 molecule.

Last column: natural (NBO) charge in e.
Cartesian coordinates (Å):
C  2.061  0.247  1.616  -0.390
C  0.806  0.651  1.393  -0.226
C  -0.274  -0.270  0.605  0.203
O  -0.336  -1.567  1.236  -0.731
C  -1.652  0.372  0.359  -0.450
C  -1.683  -0.380  -0.974  -0.430
C  0.023  -0.350  -0.915  0.276
C  0.578  0.833  -1.684  -0.636
O  0.708  -1.530  -1.308  -0.714
H  2.778  0.872  2.144  0.202
H  2.413  -0.727  1.280  0.205
H  0.482  1.633  1.729  0.200
H  -0.356  -1.346  2.185  0.489
H  -1.647  1.462  0.258  0.214
H  -2.425  0.085  1.076  0.215
H  -2.079  0.169  -1.829  0.200
H  -2.111  -1.384  -0.935  0.219
H  0.479  0.667  -2.761  0.229
H  1.641  0.966  -1.460  0.226
H  0.060  1.762  -1.432  0.213
H  0.533  -2.163  -0.582  0.486

Values from the calculation:
LUMO energy (hartree): 0.0306
Net charge: 0
Gap between HOMO and LUMO (eV): 9.87
Structure (SMILES): C=C[C@@]1(O)CC[C@]1(C)O



Version Q
ORCA calculation (wB97M-V/def2-TZVPD) on a 2-piece molecular cluster, C7H12O2 overall.

Last column: natural (NBO) charge in e.
Cartesian coordinates (Å):
C  3.858  -0.942  0.833  -0.588
C  4.997  -0.364  0.033  -0.336
C  5.890  -1.332  -0.701  -0.588
C  5.203  0.913  -0.020  0.704
O  5.390  2.067  -0.069  -0.469
H  3.282  -0.157  1.315  0.220
H  3.196  -1.512  0.180  0.209
H  4.244  -1.615  1.599  0.210
H  6.346  -2.026  0.004  0.210
H  5.304  -1.909  -1.417  0.210
H  6.677  -0.808  -1.236  0.220
C  -4.540  1.815  -1.430  -0.496
C  -4.928  0.935  -0.522  0.136
O  -6.093  1.068  0.168  -0.515
C  -6.369  0.054  1.103  -0.248
H  -3.616  1.687  -1.960  0.207
H  -5.139  2.677  -1.659  0.207
H  -4.333  0.060  -0.280  0.166
H  -7.323  0.309  1.560  0.199
H  -6.450  -0.925  0.619  0.172
H  -5.597  0.005  1.880  0.172

Values from the calculation:
LUMO energy (hartree): 0.0318
Net charge: 0
Gap between HOMO and LUMO (eV): 9.37
Structure (SMILES): CC(C)=C=O.C=COC



Version R
ORCA calculation (wB97M-V/def2-TZVPD) on a single C7H12O2 molecule.

Last column: natural (NBO) charge in e.
Cartesian coordinates (Å):
C  0.042  0.125  -1.800  0.399
C  0.074  -1.120  -0.080  0.026
C  0.702  -0.162  0.789  -0.060
C  0.465  -0.079  2.235  0.073
C  1.051  0.818  -2.644  -0.692
C  -1.279  0.758  -1.525  -0.696
C  -0.516  -0.962  2.965  -0.637
O  0.348  -1.128  -1.443  -0.452
O  -0.076  0.974  1.445  -0.537
H  -0.572  -1.918  0.252  0.180
H  1.657  0.212  0.425  0.207
H  1.315  0.223  2.851  0.173
H  0.568  1.361  -3.461  0.220
H  1.613  1.559  -2.062  0.228
H  -1.220  1.555  -0.779  0.244
H  -1.984  0.019  -1.140  0.233
H  -1.661  1.208  -2.449  0.211
H  1.765  0.098  -3.047  0.231
H  -0.037  -1.893  3.277  0.215
H  -0.883  -0.451  3.858  0.220
H  -1.372  -1.198  2.334  0.215

Values from the calculation:
LUMO energy (alpha / beta) (hartree): 0.0351 / 0.0113
Net charge: 0
Gap between HOMO and LUMO (alpha / beta) (eV): 8.52 / 7.25



Stability check: which of them is least stable? version R.



Version P
ORCA calculation (wB97M-V/def2-TZVPD) on a single C2H6F2N2 molecule.

Last column: natural (NBO) charge in e.
Cartesian coordinates (Å):
N  -1.701  0.934  -0.199  -0.801
C  -0.996  -0.088  0.290  -0.217
C  0.893  0.002  0.142  0.759
N  1.409  -1.227  0.055  -0.848
F  1.527  0.728  1.082  -0.344
F  0.829  0.867  -0.944  -0.395
H  -1.488  1.853  0.226  0.365
H  -1.686  1.086  -1.181  0.368
H  -1.236  -0.222  1.309  0.187
H  -1.118  -0.929  -0.330  0.172
H  1.106  -1.841  -0.552  0.380
H  2.461  -1.163  0.103  0.376

Values from the calculation:
LUMO energy (hartree): 0.0381
Net charge: 0
Gap between HOMO and LUMO (eV): 9.41
Structure (SMILES): NCC(N)(F)F



Version Q
ORCA calculation (wB97M-V/def2-TZVPD) on a single C2H6F2N2 molecule.

Last column: natural (NBO) charge in e.
Cartesian coordinates (Å):
C  -0.310  -0.768  -1.186  -0.648
C  -0.203  0.312  -0.091  0.059
N  -0.231  -0.353  1.224  -0.251
F  -1.464  -1.067  1.293  -0.274
N  1.166  1.116  -0.145  -0.205
F  1.042  1.969  0.894  -0.272
H  -1.083  -1.424  -0.754  0.249
H  0.653  -1.345  -1.075  0.217
H  -0.485  -0.341  -2.224  0.234
H  -0.995  1.033  -0.131  0.182
H  -0.153  0.290  2.037  0.364
H  2.063  0.578  0.158  0.344

Values from the calculation:
LUMO energy (hartree): 0.0442
Net charge: 0
Gap between HOMO and LUMO (eV): 11.20
Structure (SMILES): CC(NF)NF



Stability check: which of them is least stable? version Q.



Version P
ORCA calculation (wB97M-V/def2-TZVPD) on an isolated ion of composition C3H6N3 and charge +1.

Last column: natural (NBO) charge in e.
Cartesian coordinates (Å):
C  -2.485  -0.521  -0.015  -0.144
N  -1.490  0.250  -0.220  -0.015
N  -0.623  1.022  0.039  -0.035
C  0.666  1.361  -0.109  -0.004
N  1.554  0.359  -0.108  -0.400
C  1.551  -0.872  0.045  -0.001
H  -3.049  -0.774  -0.804  0.221
H  -2.658  -0.850  1.010  0.221
H  1.043  2.301  0.215  0.240
H  2.487  0.754  -0.139  0.440
H  0.555  -1.448  0.002  0.218
H  2.450  -1.582  0.083  0.260

Values from the calculation:
LUMO energy (hartree): -0.1938
Net charge: +1
Gap between HOMO and LUMO (eV): 8.35
Structure (SMILES): C=N/N=C\[NH+]=C



Version Q
ORCA calculation (wB97M-V/def2-TZVPD) on an isolated ion of composition C3H6N3 and charge +1.

Last column: natural (NBO) charge in e.
Cartesian coordinates (Å):
C  1.692  0.173  0.746  -0.439
N  0.358  0.365  0.194  0.004
N  -0.269  1.451  0.216  0.167
N  -1.511  1.347  -0.334  -0.217
C  -1.795  0.144  -0.556  0.151
C  -0.735  -0.823  -0.408  -0.301
H  2.510  0.412  0.002  0.272
H  1.895  0.777  1.610  0.273
H  1.684  -0.888  0.844  0.236
H  -2.670  -0.134  -1.125  0.260
H  -0.663  -1.700  0.235  0.299
H  -0.496  -1.125  -1.425  0.296

Values from the calculation:
LUMO energy (hartree): -0.2326
Net charge: +1
Gap between HOMO and LUMO (eV): 10.19
Structure (SMILES): C[N+]1=NN=CC1



Stability check: which of them is least stable? version P.